Computed, not measured: 2 unconnected molecules or ions with the total composition C3H8N2 at a distorted geometry, with ωB97M-V/def2-TZVPD.

Last columns: bonded neighbours and bond lengths (Å).
CARTESIAN COORDINATES (ANGSTROEM)
1 C -0.0406 -0.9063 1.1714  C2 1.361, N4 1.363, H5 1.095
2 C 0.8122 -1.8051 1.7337  C1 1.361, H6 1.077, H7 1.084
3 C 1.0806 -0.0564 -0.6980  N4 1.360, H8 1.082, H9 1.093
4 N -0.0762 -0.4813 -0.1235  C1 1.363, C3 1.360
5 H -0.8427 -0.4802 1.7833  C1 1.095
6 H 1.6093 -2.2363 1.1513  C2 1.077
7 H 0.6330 -2.1138 2.7574  C2 1.084
8 H 1.0944 0.1827 -1.7530  C3 1.082
9 H 1.9988 0.0359 -0.1120  C3 1.093
10 N -1.5009 1.7760 -1.6874  H11 1.016, H12 1.015, H13 1.015
11 H -1.5881 1.2994 -0.7946  N10 1.016
12 H -0.8242 2.5122 -1.5108  N10 1.015
13 H -2.3557 2.2731 -1.9179  N10 1.015

Its charge is -1. The lowest unoccupied orbital energy (spin up / spin down) is 0.1653 / 0.1635 Ha. As for the energy relative to the best compared isomer or geometry (same formula, charge and spin): 8.3 kcal/mol. As for the multiplicity: 2.